1.
11
Properties=species:S:1:pos:R:3:mulliken_charge:R:1 method="wB97M-V/def2-TZVPD" lumo_energy_ev="-1.07 / -1.08" e_homo_ev="-8.8 / -8.8" de_lowest_kj_mol=615.51 orbital_gap_ev="7.71 / 7.70"
Cl -4.37556 -0.30620 -0.09857 -0.28
P 0.72544 -0.57897 -0.22754 -0.14
O 3.35919 -0.08044 -0.73998 -0.38
N -2.49653 0.16288 -0.78428 -0.21
C -1.48569 0.62246 -0.30787 -0.12
C 2.39771 0.35370 -0.19128 0.10
H -1.36729 0.83344 0.82004 0.26
H -2.63577 0.11538 -1.75119 0.31
H 2.36614 1.36500 0.39604 0.27
H 0.63907 -0.43798 1.31252 0.06
H 1.52760 -1.84821 0.12385 0.12

---

2.
14
Properties=species:S:1:pos:R:3:mulliken_spin:R:1 method="wB97M-V/def2-TZVPD" lumo_energy_ev="-5.06 / -8.57" spin_multiplicity=3 e_homo_ev="-13.2 / -13.0" charge=+1 de_lowest_kj_mol=47.82 orbital_gap_ev="8.10 / 4.46"
Pt -4.05892 3.84308 -0.24708 0.92
Cl -2.48929 1.95301 0.53848 0.08
O 1.94838 -1.34846 -0.59800 0.85
N 0.00428 -0.31124 -0.22047 0.05
C 1.45055 -0.78274 1.72082 0.11
C 1.16096 -0.82999 0.18489 -0.03
C -0.37591 -0.15255 -1.66456 0.00
H 2.50167 -0.49578 1.75081 0.00
H 0.82609 0.02187 2.10910 0.01
H 1.24856 -1.72963 2.22152 0.00
H 0.10844 0.68194 -2.17166 0.00
H -0.28920 -1.04253 -2.28788 0.00
H -0.58865 0.17471 0.43709 0.00
H -1.44696 0.01830 -1.77302 0.00

---

3.
24
Properties=species:S:1:pos:R:3:mulliken_charge:R:1 method="wB97M-V/def2-TZVPD" lumo_energy_ev=0.48 e_homo_ev=-8.7 de_lowest_kj_mol=152.52 orbital_gap_ev=9.17
Si 0.65694 1.96573 0.42039 0.40
O -0.41481 0.36327 -0.85947 -0.77
N -0.08904 1.85555 1.99205 -0.35
N 2.35351 1.66119 0.40580 -0.46
N 0.20186 3.49149 -0.34224 -0.48
C -1.77481 -0.71579 0.78682 -1.34
C -1.29736 -1.74356 -1.37844 -1.91
C 0.56819 -1.47869 0.31645 -1.29
C -0.68586 -0.88130 -0.34679 1.69
H -0.00974 3.49149 -1.32038 0.24
H 1.42559 -1.43795 -0.40363 0.31
H -2.15616 -1.27600 -1.79315 0.43
H -1.13340 -0.39197 1.69628 0.19
H -0.70731 -2.08782 -2.17202 0.45
H -0.88377 1.18449 1.98036 0.16
H -1.62528 -2.71342 -0.94779 0.39
H 0.88256 -0.76813 1.06281 0.27
H -2.39904 -1.65606 0.93433 0.36
H 0.63475 4.35301 -0.17760 0.21
H -2.51499 0.10598 0.52105 0.36
H -0.11067 2.72893 2.43472 0.24
H 2.96830 1.32312 1.13298 0.26
H 0.36732 -2.39340 0.80370 0.42
H 2.64843 1.27770 -0.51902 0.24

---

4.
174
Properties=species:S:1:pos:R:3:mulliken_charge:R:1 method="wB97M-V/def2-TZVPD" lumo_energy_ev=0.45 e_homo_ev=-8.9 smiles="COP(=O)(OC)OC.COP(=O)(OC)OC.COP(=O)(OC)OC.COP(=O)(OC)OC.COP(=O)(OC)OC.COP(=O)(OC)OC.COP(=O)(OC)OC.c1ccncc1.c1ccncc1.c1ccncc1.c1ccncc1.c1ccncc1" orbital_gap_ev=9.39
P 2.93883 5.33134 -0.06390 0.57
P -1.36138 4.39344 4.35621 0.40
P -1.07423 -3.79022 4.56079 1.04
P -4.17776 -0.36799 -6.39968 1.07
P 2.79846 -4.10356 -4.55521 0.79
P -0.71927 -0.15662 -0.39854 -0.50
P -4.39405 1.35907 3.10080 -0.61
O -5.54726 -1.03958 -6.89805 -0.35
O 1.94799 -5.10478 -3.97892 -0.71
O 2.40445 6.69503 -0.63689 -0.42
O 2.33512 -2.63594 -4.62535 -0.21
O -0.88494 1.26129 0.18876 0.93
O 0.50185 -0.30024 -1.22119 0.33
O -3.36484 0.10804 -7.49894 -0.74
O -1.68406 -3.70395 3.23568 -0.30
O -5.37012 0.81137 2.00296 -0.35
O 3.21800 -4.48002 -6.04977 -0.47
O -4.61004 0.64768 -5.26693 -0.11
O -2.10693 -0.38014 -1.09564 0.06
O 2.21764 5.34355 1.33009 -0.16
O -5.31380 2.51421 3.65252 -0.35
O -1.38798 3.79893 3.01365 0.15
O 2.49490 4.16723 -0.86916 -0.16
O -3.87756 0.34565 4.00416 -0.04
O -1.60101 3.32692 5.48408 -0.37
O 4.18973 -3.94701 -3.87997 -0.36
O 4.46778 5.30326 0.19848 -0.43
O -0.70638 -5.24270 5.08463 -0.37
O -0.80740 -1.19340 0.78245 -0.39
O -0.09481 5.21963 4.69292 -0.18
O -2.47473 5.45554 4.56911 -0.52
O -1.97397 -3.15575 5.75685 -0.59
O -3.29312 2.05766 2.25937 1.50
O 0.29012 -2.97680 4.69704 -0.30
O -3.36125 -1.36814 -5.42550 0.03
N 3.27405 -4.62761 0.54481 -0.55
N 5.18109 0.91720 -0.55292 -0.23
N 5.34047 -0.50886 4.65935 -0.65
N 0.37318 1.45490 -4.11073 -0.25
N -1.40647 -3.53678 -1.84317 0.04
C -0.63783 -4.49269 -2.39086 -0.26
C -5.85614 -1.23167 -8.29405 -0.69
C -0.96529 1.99542 5.38730 -0.28
C 4.30864 -4.19213 -2.43957 -0.32
C -1.75497 2.61555 -4.12562 -0.49
C -1.95275 -5.17211 -0.10675 -0.68
C -2.66794 -2.42329 -5.99522 -0.62
C 0.72454 2.10593 -2.93476 -0.85
C -0.80828 1.74818 -4.64037 -0.73
C 2.38187 4.32153 2.32094 0.55
C 1.55543 -3.02763 0.06660 3.04
C 1.33864 -3.31925 3.74789 -0.62
C 5.65660 -0.00125 3.42849 -0.26
C 3.05448 0.22100 4.16692 -0.77
C 5.93209 -0.85066 -2.01955 -0.62
C 4.05080 -0.43476 4.97230 -0.46
C -1.78778 -6.13578 4.86515 -0.68
C 4.74203 -0.76664 -2.73743 0.08
C -2.60168 -1.88518 5.31405 -0.43
C -1.38896 3.24096 -2.88009 -0.63
C 1.03576 -1.94814 -4.39768 0.18
C -3.54411 2.55672 0.94124 -0.82
C 2.04903 -4.31291 0.07478 -1.02
C 4.04717 -3.60951 1.03071 -1.19
C 5.40782 4.27277 -0.00736 -0.02
C -0.10220 3.02548 -2.35441 0.22
C 0.14934 5.81521 5.99958 -0.75
C 4.04750 0.93099 -1.24739 0.65
C -5.36987 1.77782 -5.73538 -0.93
C -2.28145 -0.45040 -2.51004 -0.48
C 4.78080 0.75354 2.62564 -0.32
C -1.98738 -3.86634 -0.65774 -0.25
C 6.08362 0.01060 -0.94453 -0.64
C 4.23675 -3.64492 -6.62509 -0.62
C -1.57789 -1.06733 1.96540 0.44
C 2.30810 -2.03959 0.64226 1.02
C 2.89141 7.93718 0.02866 -0.67
C 0.07230 1.88243 1.07112 -0.21
C -6.35529 2.28657 4.60092 -0.83
C -1.15928 -6.14849 -0.74529 -0.42
C -5.01091 -0.36634 1.24129 -0.46
C 3.43490 0.82594 3.00484 0.83
C -0.50123 -5.74215 -1.86898 -0.88
C 3.79292 0.12539 -2.36549 -0.01
C 3.57959 -2.31710 1.15267 0.49
C -3.69682 5.43784 3.78470 -0.39
H 1.12654 6.19670 5.89065 0.22
H -2.67472 2.52186 0.28615 -0.28
H -1.03585 -7.18858 -0.34814 0.31
H 1.28070 -4.39683 3.46655 0.44
H -6.68898 1.28100 4.50796 0.37
H 2.76633 4.71771 3.21320 0.46
H 4.63119 -1.34341 -3.67532 0.32
H -4.23665 4.56081 3.96802 0.13
H 6.04827 4.23227 0.90669 0.24
H 3.70581 -0.91609 5.88705 0.41
H -1.54905 0.09626 -3.03018 -0.08
H -6.40978 1.52775 -5.77759 0.28
H 5.22425 -3.83297 -6.15009 0.21
H 4.27685 -1.52962 1.50844 0.03
H -4.17211 6.39998 3.96101 0.32
H -1.34406 -7.09985 5.11686 0.26
H -5.03945 2.15784 -6.70012 0.39
H 0.61048 -2.70061 -0.36395 -1.90
H 4.29462 -4.03341 -7.63565 0.33
H 0.31337 -2.31640 -5.08463 0.66
H 0.77905 -2.14298 -3.34793 -0.28
H -2.41513 -1.73690 1.77447 0.21
H 3.95234 7.83821 0.22820 0.30
H -5.90999 2.43606 5.61359 0.24
H 0.10497 -6.39298 -2.44378 0.54
H -1.86721 0.04355 2.11192 -0.43
H -2.55705 -3.05728 -0.25449 0.64
H 2.77622 0.09590 -2.83032 -0.25
H 2.06226 0.32415 4.53742 0.58
H -3.94918 -0.47126 0.97763 0.01
H -5.20063 -0.63941 -8.94988 0.33
H 4.01033 -2.49326 -6.61902 0.17
H -3.20899 -3.14757 -6.60853 0.31
H 5.26916 -3.77461 -2.13889 0.35
H -1.35397 1.33078 6.14875 0.37
H -0.28898 2.87593 1.29758 0.41
H 1.45478 -5.08390 -0.39726 0.31
H 3.08810 3.51894 1.96282 -0.21
H 4.83819 3.35961 -0.18428 -0.26
H 0.10216 1.32995 2.03915 -0.07
H -1.02573 1.13572 -5.54355 0.48
H 5.10247 -3.85299 1.18821 0.45
H -0.98637 -1.40458 2.79889 -0.71
H -0.26714 -4.23719 -3.38361 0.54
H 0.13148 5.06060 6.84194 0.28
H -2.21339 -6.12789 3.81599 0.18
H 2.28272 8.11423 0.96729 0.19
H 0.11764 2.13179 5.48661 0.44
H 2.73646 8.70416 -0.73083 0.25
H -2.27816 -1.49192 -2.73236 0.51
H 3.66116 -3.49874 -1.90311 -0.17
H 6.06140 4.53303 -0.83160 0.30
H -1.93023 -1.90513 -6.63041 0.39
H -6.92519 -1.03127 -8.47534 0.25
H -1.09998 1.44024 4.49147 -0.24
H -2.55789 -5.37211 0.79339 0.36
H -3.30698 -0.17780 -2.78597 0.09
H 0.08615 3.49525 -1.38352 0.50
H -7.09852 3.00788 4.34244 0.29
H -5.21634 2.48227 -4.90870 0.28
H -2.60986 -5.91935 5.58691 0.29
H 5.17259 1.13518 1.65179 0.11
H 1.12999 -0.84814 -4.60614 0.09
H 1.08270 1.94197 0.64856 -0.43
H -5.35555 -1.18099 1.86758 0.32
H 3.24187 1.67747 -0.96705 -0.18
H 6.67577 -0.14599 3.16642 0.45
H -1.80459 -1.16324 5.14410 0.10
H -5.66085 -2.29873 -8.54623 0.25
H -2.10922 3.82399 -2.39114 0.55
H -3.33331 5.45345 2.76521 0.19
H -3.26114 -1.43614 6.08667 0.33
H -5.54039 -0.36538 0.34276 0.42
H -2.17650 -2.93396 -5.16287 -0.06
H -0.63223 6.53001 6.17566 0.30
H -3.19551 -1.98059 4.41835 0.26
H 2.72883 1.37382 2.34290 0.19
H 2.22740 -3.05436 4.29567 0.29
H 2.04178 -0.97450 0.64168 -0.74
H 1.19244 -2.84406 2.79861 0.14
H 1.41915 3.88027 2.61235 -0.50
H 1.74054 1.93831 -2.50211 0.44
H -2.68910 2.72580 -4.60624 0.50
H -4.36389 2.10665 0.48911 0.72
H 6.97127 -0.11274 -0.37417 0.41
H 4.13906 -5.21956 -2.13363 0.41
H -3.88558 3.61147 0.99014 0.24
H 6.73221 -1.60621 -2.23015 0.38